[1]
{"formula": "C46H48Cl2I2N3O17", "method": "ωB97M-V/def2-TZVPD", "elements": ["I", "I", "Cl", "Cl", "O", "O", "O", "O", "O", "O", "O", "O", "O", "O", "O", "O", "O", "O", "O", "O", "O", "N", "N", "N", "C", "C", "C", "C", "C", "C", "C", "C", "C", "C", "C", "C", "C", "C", "C", "C", "C", "C", "C", "C", "C", "C", "C", "C", "C", "C", "C", "C", "C", "C", "C", "C", "C", "C", "C", "C", "C", "C", "C", "C", "C", "C", "C", "C", "C", "C", "H", "H", "H", "H", "H", "H", "H", "H", "H", "H", "H", "H", "H", "H", "H", "H", "H", "H", "H", "H", "H", "H", "H", "H", "H", "H", "H", "H", "H", "H", "H", "H", "H", "H", "H", "H", "H", "H", "H", "H", "H", "H", "H", "H", "H", "H", "H", "H"], "xyz": [[2.500, -1.636, -3.242], [2.394, -1.594, 1.700], [-3.724, -4.344, -1.887], [-2.016, -3.653, 0.717], [3.004, -7.888, 5.655], [-8.119, 4.028, -6.823], [-4.848, 6.238, -4.271], [4.716, -4.748, -0.101], [5.477, -7.630, 4.878], [-1.329, 4.016, 3.168], [-8.007, 1.910, -5.321], [-2.292, 1.684, 3.592], [-4.206, 5.620, 6.532], [8.122, -6.055, -3.059], [-5.138, 3.238, 6.996], [2.176, -3.283, 5.259], [-4.688, 4.076, -2.813], [9.808, -5.691, -1.116], [-4.476, 0.323, -1.371], [6.403, -4.324, 1.826], [4.659, -3.034, 4.388], [-1.252, -1.502, -0.615], [-3.104, -0.414, 0.282], [-1.428, 2.034, 0.275], [-2.756, -2.060, -3.002], [-0.950, 0.797, -0.165], [3.330, -6.746, 5.396], [-1.811, 2.903, -0.583], [5.211, -5.313, 4.597], [0.025, -1.608, -0.994], [-3.217, -0.669, 1.746], [4.750, -6.529, 4.929], [3.041, -1.825, -0.340], [-2.063, -2.692, -0.688], [7.621, -5.646, -1.911], [-5.512, 4.018, -3.717], [0.409, 0.697, -0.516], [8.214, -4.976, 0.476], [-3.778, 2.301, 5.330], [-6.344, 2.870, -3.970], [5.878, -4.975, -0.403], [-3.717, 4.753, 5.837], [4.562, -1.598, -0.392], [-4.228, 3.342, 6.052], [-7.323, 4.110, -5.910], [2.454, -5.596, 5.508], [-2.011, 2.645, -2.041], [1.420, 2.909, -1.452], [2.917, -4.383, 5.179], [6.909, -4.753, 0.678], [-5.644, 5.232, -4.604], [6.313, -5.423, -1.703], [-4.575, 1.656, 0.579], [-7.204, 2.904, -5.002], [8.655, -5.445, -0.823], [-2.751, -2.947, -1.797], [0.893, -0.540, -0.942], [-2.775, 2.536, 4.323], [-6.496, 5.270, -5.636], [-2.252, 3.936, 4.118], [-1.782, -0.321, -0.167], [2.336, 2.535, -2.630], [-2.143, 4.281, -0.114], [2.336, -0.820, -1.278], [-4.063, 0.517, -0.255], [1.509, 2.048, -3.817], [1.297, 1.889, -0.315], [-2.696, 4.978, 4.831], [4.329, -4.169, 4.688], [3.124, 3.786, -3.070], [5.437, -4.262, 1.693], [3.391, 3.743, -4.122], [0.354, -2.586, -1.311], [-1.717, 4.989, -0.826], [2.901, 0.098, -1.211], [2.838, -2.841, -0.661], [2.561, 4.695, -2.865], [-3.698, -1.632, 1.905], [-5.539, 1.357, 0.996], [4.043, 3.870, -2.488], [-2.329, 5.985, 4.691], [4.802, -0.610, -0.781], [4.896, -8.361, 5.169], [0.448, 3.194, -1.855], [-1.221, 3.105, 2.818], [-8.514, 2.202, -6.106], [-1.786, -1.598, -3.171], [5.007, -2.323, -1.069], [2.290, 1.524, -0.059], [6.225, -5.148, 4.259], [0.898, 1.175, -3.581], [8.960, -4.822, 1.243], [-3.507, -1.279, -2.874], [-1.081, 2.672, -2.615], [0.938, 2.416, 0.568], [-6.597, 6.133, -6.279], [1.445, -5.758, 5.859], [-4.741, 2.512, -0.068], [-3.222, 4.437, -0.166], [0.855, 2.859, -4.142], [9.088, -6.140, -2.926], [5.568, -5.567, -2.473], [3.083, 1.802, -2.326], [-1.769, 4.463, 0.885], [-3.927, 1.893, 1.417], [-6.246, 2.012, -3.319], [-5.278, 4.139, 7.353], [-3.808, 0.090, 2.238], [-2.229, -0.734, 2.190], [-4.136, 1.291, 5.478], [2.155, 1.790, -4.654], [-4.345, 5.944, -3.489], [5.027, -1.691, 0.583], [2.743, -2.541, 4.977], [-2.653, 3.407, -2.460], [1.826, 3.805, -0.984], [-2.473, 1.684, -2.247], [-3.035, -2.641, -3.875]], "lowdin_charge": [1.0195, 0.9871, 0.7593, 0.7853, 0.1161, 0.1228, 0.1198, 0.0738, 0.1274, 0.0861, 0.1332, 0.0676, 0.1237, 0.1313, 0.1356, 0.0897, 0.0539, 0.1205, 0.1068, 0.0978, 0.0692, 0.0222, -0.0077, 0.1707, -0.0670, -0.1064, -0.3095, -0.3535, 0.0646, -0.0492, -0.0159, -0.2308, -0.8096, -0.7162, -0.2300, -0.2994, -0.0681, 0.0827, 0.0738, 0.0752, -0.3185, -0.3056, -0.1728, -0.2288, -0.3060, 0.0771, 0.0074, -0.1449, -0.2353, -0.2258, -0.2316, 0.0721, 0.0138, -0.2283, -0.3070, -0.7070, -0.2838, -0.3104, 0.0814, -0.2314, -0.1224, -0.4074, 0.0068, -0.7342, -0.4282, -0.0965, -0.1014, 0.0818, -0.3220, -0.0636, 0.1069, 0.0784, 0.1361, 0.0991, 0.0429, 0.0425, 0.0802, 0.0744, 0.1082, 0.0827, 0.1386, 0.0802, 0.1243, 0.0829, 0.0954, 0.1276, 0.0818, 0.0631, 0.1132, 0.1295, 0.0440, 0.1392, 0.0747, 0.0715, 0.1244, 0.1401, 0.1371, 0.0865, 0.0902, 0.0856, 0.1269, 0.1358, 0.1118, 0.0666, 0.0613, 0.1304, 0.1288, 0.0649, 0.0960, 0.1359, 0.0768, 0.1142, 0.0481, 0.0967, 0.0610, 0.1197, 0.0844, 0.0798], "homo_energy_ev": -11.17, "fmax_ev_per_a": 1.42, "e_lumo_ev": -3.44, "homo_lumo_gap_ev": 7.7, "relative_energy_kcal_mol": 0.00, "charge": 1, "energy_ha": -4740.55451}

[2]
{"formula": "C46H48MgN4O7P2S2Se2", "method": "ωB97M-V/def2-TZVPD", "elements": ["Se", "Se", "S", "S", "P", "P", "Mg", "O", "O", "O", "O", "O", "O", "O", "N", "N", "N", "N", "C", "C", "C", "C", "C", "C", "C", "C", "C", "C", "C", "C", "C", "C", "C", "C", "C", "C", "C", "C", "C", "C", "C", "C", "C", "C", "C", "C", "C", "C", "C", "C", "C", "C", "C", "C", "C", "C", "C", "C", "C", "C", "C", "C", "C", "C", "H", "H", "H", "H", "H", "H", "H", "H", "H", "H", "H", "H", "H", "H", "H", "H", "H", "H", "H", "H", "H", "H", "H", "H", "H", "H", "H", "H", "H", "H", "H", "H", "H", "H", "H", "H", "H", "H", "H", "H", "H", "H", "H", "H", "H", "H", "H", "H"], "xyz": [[-2.716, -1.413, 3.160], [-3.714, 0.615, -0.166], [-1.511, -2.743, -1.426], [6.173, 3.286, -4.910], [2.781, 0.797, -0.735], [0.284, 1.392, -1.872], [-1.667, -0.704, 0.811], [-1.695, -1.315, -1.592], [0.301, -1.093, 1.028], [-0.269, -3.254, -1.979], [-2.920, -4.781, 1.223], [-5.598, 2.425, 3.963], [-0.787, 1.085, 1.612], [-6.638, -0.309, 0.874], [0.881, -0.214, 1.815], [-1.770, -3.111, 0.096], [0.351, 0.920, 2.107], [2.019, 1.676, -2.015], [-2.305, 4.543, -1.709], [5.292, 1.014, 0.402], [2.895, 0.431, 3.055], [-4.382, -5.327, -1.346], [4.042, -2.006, 2.375], [6.492, 3.046, 0.874], [3.503, -0.642, -1.621], [4.286, 1.728, -0.253], [2.755, -1.711, 1.944], [-2.829, -3.685, -2.134], [-5.010, 0.434, 2.580], [0.056, -0.479, -3.864], [4.389, 3.117, -0.295], [-2.659, -4.148, 0.224], [-3.296, -3.766, -3.430], [-0.684, -0.150, -6.128], [7.103, 2.362, -3.670], [-4.878, -5.420, -2.641], [6.387, 1.664, 0.952], [4.229, -2.907, -3.080], [2.613, 1.816, -3.351], [-0.632, 1.701, -4.590], [-0.142, 0.873, -3.583], [5.115, -1.843, -2.959], [-0.906, 1.192, -5.853], [4.565, 2.461, -4.775], [4.172, 0.115, 3.483], [-1.755, 3.283, -1.879], [2.987, -2.851, -2.464], [4.756, -1.102, 3.148], [0.438, 4.202, -1.567], [-1.486, 5.641, -1.474], [4.752, -0.716, -2.236], [-0.372, 3.101, -1.825], [-6.101, 1.316, 3.205], [-4.171, 1.327, 1.621], [5.483, 3.770, 0.254], [-4.343, -4.648, -3.672], [-5.726, -0.729, 1.889], [-0.112, 5.466, -1.399], [3.946, 2.548, -3.390], [-4.120, -0.127, 3.697], [2.633, -1.727, -1.727], [2.185, -0.490, 2.286], [-3.349, -4.440, -1.105], [-0.200, -0.985, -5.129], [-5.698, -6.094, -2.856], [-4.751, -0.648, 4.423], [-6.707, 0.722, 3.898], [-6.307, -1.277, 2.639], [5.454, 0.104, -2.137], [-4.754, -4.733, -4.671], [5.758, -1.340, 3.485], [-3.212, 1.552, 2.088], [7.346, 3.555, 1.305], [6.090, -1.891, -3.431], [-4.980, -1.408, 1.478], [2.174, -2.400, 1.350], [-6.057, -0.054, 0.134], [-6.756, 1.684, 2.410], [-4.751, 2.666, 3.572], [4.634, 2.108, -2.673], [8.148, 2.648, -3.774], [7.152, 1.085, 1.455], [0.384, -1.151, -3.081], [4.512, -3.784, -3.651], [-2.873, -3.157, -4.219], [-1.296, 1.848, -6.623], [5.543, 4.851, 0.200], [-3.382, 4.656, -1.728], [2.280, -3.665, -2.542], [5.209, -0.064, 0.499], [1.907, 2.361, -3.979], [2.440, 1.379, 3.301], [3.612, 3.695, -0.776], [-1.920, 6.623, -1.329], [7.014, 1.289, -3.849], [-0.806, 2.750, -4.386], [1.507, 4.060, -1.493], [6.777, 2.593, -2.656], [3.932, 2.944, -5.523], [4.682, 1.415, -5.072], [3.817, 3.595, -3.106], [-4.786, -5.911, -0.529], [-0.041, -2.039, -5.323], [0.534, 6.313, -1.195], [-2.412, 2.429, -1.998], [4.722, 0.837, 4.076], [-0.900, -0.546, -7.113], [-3.641, 0.697, 4.226], [2.739, 0.825, -3.810], [1.670, -1.698, -1.223], [4.483, -2.958, 2.104], [-4.689, 2.274, 1.452]], "lowdin_charge": [0.4947, 0.6191, 0.5975, 0.7741, 1.0580, 1.0737, 0.2214, -0.4025, -0.2120, -0.3156, 0.0575, -0.0876, -0.1979, -0.1281, -0.2476, -0.0826, -0.0073, -0.4590, -0.0830, -0.1189, -0.0264, -0.0101, -0.0943, -0.1098, -0.3384, -0.3603, -0.0166, -0.2042, -0.5772, -0.1059, -0.1056, -0.5125, -0.0383, -0.1045, -0.4216, -0.0873, -0.0931, -0.0958, -0.2645, -0.0937, -0.3493, -0.0975, -0.0976, -0.5119, -0.1100, -0.1206, -0.0667, -0.1305, -0.0967, -0.1106, -0.1058, -0.3578, -0.2267, -0.5224, -0.0943, -0.0921, -0.2846, -0.1051, -0.2713, -0.5733, -0.1024, -0.2015, -0.1215, -0.0775, 0.0926, 0.0460, 0.1188, 0.1228, 0.0837, 0.0933, 0.0898, 0.0338, 0.0907, 0.0920, 0.0626, 0.1140, -0.0183, 0.1130, 0.0636, 0.0537, 0.0233, 0.0988, 0.0633, 0.0933, 0.1117, 0.0926, 0.0972, 0.1018, 0.0981, 0.0977, 0.1096, 0.1051, 0.0824, 0.0896, 0.0317, 0.0993, 0.0681, 0.0237, 0.0743, 0.0790, 0.1110, 0.1163, 0.1033, 0.0906, 0.0432, 0.0974, 0.0907, 0.0462, 0.1145, 0.0804, 0.0985, 0.0490], "homo_energy_ev": -1.28, "fmax_ev_per_a": 0.59, "e_lumo_ev": 3.32, "homo_lumo_gap_ev": 4.6, "relative_energy_kcal_mol": 8.01, "charge": -2, "energy_ha": -9009.57913}

Q: What is the formula in the second record?
A: C46H48MgN4O7P2S2Se2